Model one:
Computed, not measured: a cluster of 7 separate species, H14O7 in total, with wB97M-V/def2-TZVPD.

LUMO ... 0.28 eV
M ... 126.1 g/mol
Structure (SMILES) ... O.O.O.O.O.O.O

Geometry (Å):
O (-4.326, -4.697, 1.280)
H (-3.625, -4.131, 0.956)
H (-3.878, -5.350, 1.818)
O (0.036, -1.864, 4.134)
H (-0.102, -1.141, 3.522)
H (-0.831, -2.035, 4.503)
O (3.646, 4.425, -3.576)
H (4.599, 4.427, -3.660)
H (3.488, 4.435, -2.632)
O (-0.715, -2.896, -1.577)
H (-0.006, -3.525, -1.442)
H (-1.158, -3.201, -2.369)
O (0.051, 0.853, 0.580)
H (0.953, 1.022, 0.308)
H (-0.158, -0.001, 0.200)
O (4.170, 3.489, 0.812)
H (4.971, 2.975, 0.708)
H (4.438, 4.248, 1.331)
O (-4.148, 0.967, -1.380)
H (-4.162, 0.783, -2.319)
H (-3.242, 1.215, -1.198)

Model two:
Computed, not measured: a cluster of 7 separate species, H14O7 in total, with wB97M-V/def2-TZVPD.

LUMO ... -0.07 eV
M ... 126.1 g/mol
Structure (SMILES) ... O.O.O.O.O.O.O

Geometry (Å):
O (-0.975, 1.841, -2.481)
H (-1.832, 1.951, -2.893)
H (-0.432, 2.527, -2.869)
O (-1.843, -1.630, -2.076)
H (-1.405, -1.111, -1.401)
H (-1.975, -1.018, -2.801)
O (-1.583, 0.921, 2.742)
H (-1.177, 0.904, 1.876)
H (-1.910, 1.816, 2.837)
O (-0.575, 0.035, 0.128)
H (-0.632, 0.726, -0.531)
H (0.308, -0.321, 0.027)
O (2.928, 0.925, -0.049)
H (2.439, 1.561, 0.473)
H (3.805, 0.924, 0.334)
O (-0.483, -2.159, 2.377)
H (0.252, -2.063, 1.772)
H (-1.075, -1.441, 2.152)
O (1.703, -1.480, -0.040)
H (2.219, -2.201, 0.320)
H (2.244, -0.704, 0.101)

Model three:
Computed, not measured: a cluster of 7 separate species, H14O7 in total, with wB97M-V/def2-TZVPD.

LUMO ... 0.07 eV
M ... 126.1 g/mol
Structure (SMILES) ... O.O.O.O.O.O.O

Geometry (Å):
O (-3.187, 2.728, 4.177)
H (-2.598, 2.540, 3.446)
H (-3.876, 2.067, 4.106)
O (-1.790, 3.673, -1.175)
H (-1.120, 4.023, -1.763)
H (-2.368, 3.165, -1.744)
O (3.712, -3.779, 1.493)
H (4.621, -3.484, 1.439)
H (3.696, -4.368, 2.248)
O (-4.344, -1.216, 1.512)
H (-5.058, -0.756, 1.952)
H (-4.352, -0.873, 0.618)
O (0.407, 0.173, 0.723)
H (1.094, 0.085, 0.063)
H (0.039, 1.043, 0.572)
O (3.742, 1.690, -3.070)
H (3.144, 2.425, -2.934)
H (4.277, 1.951, -3.819)
O (1.477, -3.944, -2.873)
H (1.696, -3.848, -1.946)
H (0.787, -3.297, -3.025)

Stability ranking, top and bottom: model two is the most stable and model three is the least stable.

Model one:
Computed, not measured: a cluster of 7 separate species, H14O7 in total, with wB97M-V/def2-TZVPD.

LUMO ... -0.62 eV
M ... 126.1 g/mol
Structure (SMILES) ... O.O.O.O.O.O.O

Geometry (Å):
H (-0.761, 0.025, -0.276)
H (-1.519, 0.338, -1.381)
H (-0.857, -3.916, -1.359)
H (-0.126, -4.251, 0.027)
H (1.594, 1.962, -3.509)
H (0.786, 2.184, -2.317)
H (2.309, -2.105, 0.308)
H (2.428, -0.882, 1.226)
H (-0.154, 0.453, 3.896)
H (-0.896, -0.206, 5.011)
H (-0.609, -1.168, -2.500)
H (0.556, -0.922, -1.670)
H (-0.943, 4.530, 1.445)
H (-1.880, 3.433, 1.505)
O (-1.626, -0.035, -0.508)
O (-0.380, -4.570, -0.894)
O (1.004, 2.624, -3.122)
O (2.928, -1.383, 0.468)
O (0.017, 0.087, 4.852)
O (-0.125, -0.397, -2.195)
O (-1.745, 4.199, 0.993)

Model two:
Computed, not measured: a cluster of 7 separate species, H14O7 in total, with wB97M-V/def2-TZVPD.

LUMO ... 0.38 eV
M ... 126.1 g/mol
Structure (SMILES) ... O.O.O.O.O.O.O

Geometry (Å):
O (4.499, -3.280, 7.565)
H (4.714, -4.184, 7.725)
H (5.267, -2.763, 7.925)
O (5.847, -2.939, 11.318)
H (4.903, -3.034, 11.466)
H (6.042, -3.578, 10.665)
O (6.271, -1.695, 8.983)
H (6.647, -0.914, 8.582)
H (5.972, -1.457, 9.899)
O (0.064, -1.780, 9.165)
H (-0.497, -1.765, 9.950)
H (0.721, -1.050, 9.301)
O (3.946, -0.179, 9.350)
H (3.200, -0.424, 8.817)
H (4.608, -0.718, 8.919)
O (3.034, -2.273, 11.144)
H (2.644, -2.529, 10.310)
H (3.360, -1.379, 11.037)
O (2.073, -1.153, 7.270)
H (1.124, -1.377, 7.296)
H (2.463, -2.040, 7.199)

Model three:
Computed, not measured: a structure of composition H14O7, with wB97M-V/def2-TZVPD.

LUMO ... -0.32 eV
M ... 126.1 g/mol

Geometry (Å):
O (-25.730, 4.682, 1.806)
H (-26.344, 5.228, 1.314)
H (-25.101, 4.379, 1.151)
O (-27.397, 3.562, 2.024)
H (-27.323, 3.489, 2.976)
H (-26.508, 3.753, 1.728)
O (-25.786, 5.536, 4.041)
H (-24.951, 5.074, 3.958)
H (-26.243, 5.354, 3.220)
O (-27.726, 6.568, 1.382)
H (-27.428, 6.717, 0.485)
H (-27.346, 7.289, 1.884)
O (-23.522, 2.949, 1.025)
H (-22.604, 2.968, 1.295)
H (-23.998, 3.320, 1.767)
O (-26.328, 5.972, 0.086)
H (-25.560, 5.468, -0.182)
H (-26.890, 5.982, -0.689)
O (-24.580, 4.520, 0.066)
H (-23.897, 3.946, 0.414)
H (-25.041, 3.982, -0.577)

Model four:
Computed, not measured: a cluster of 7 separate species, H14O7 in total, with wB97M-V/def2-TZVPD.

LUMO ... -0.06 eV
M ... 126.1 g/mol
Structure (SMILES) ... O.O.O.O.O.O.O

Geometry (Å):
O (1.289, -2.421, -0.287)
H (0.346, -2.427, -0.299)
H (1.597, -3.143, -0.877)
O (-3.384, -1.316, 0.331)
H (-2.443, -1.281, 0.524)
H (-3.730, -2.194, 0.534)
O (0.125, 0.689, -1.362)
H (0.038, 1.286, -0.605)
H (-0.267, -0.087, -0.947)
O (1.465, -0.997, -2.877)
H (2.321, -0.966, -2.409)
H (0.803, -0.403, -2.491)
O (-0.607, -0.813, 0.952)
H (-1.033, -0.514, 1.759)
H (0.317, -1.020, 1.216)
O (1.759, 3.015, 0.322)
H (2.558, 2.779, 0.767)
H (1.095, 2.764, 0.926)
O (-0.438, 2.148, 1.678)
H (-1.233, 1.904, 1.075)
H (-0.587, 2.990, 2.066)

Stability ranking, top and bottom: model two is the most stable and model three is the least stable.

Model one:
Computed, not measured: a cluster of 7 separate species, H14O7 in total, with wB97M-V/def2-TZVPD.

LUMO ... 0.30 eV
M ... 126.1 g/mol
Structure (SMILES) ... O.O.O.O.O.O.O

Geometry (Å):
H (-1.231, 0.596, 2.493)
H (0.075, 0.201, 2.200)
H (2.344, -0.241, -1.293)
H (2.934, -0.913, -0.100)
H (0.353, 0.472, -1.112)
H (-0.113, 0.711, -2.539)
H (-3.337, -0.709, -0.727)
H (-2.157, 0.033, -0.213)
H (-0.039, -1.869, -1.093)
H (-1.148, -1.692, -0.099)
H (-0.784, 2.140, 0.135)
H (0.149, 3.135, -0.495)
H (2.020, -0.316, 1.367)
H (0.784, -1.106, 0.871)
O (-0.484, 1.047, 2.103)
O (2.790, -0.077, -0.472)
O (0.006, -0.015, -1.906)
O (-2.746, -0.662, -0.001)
O (-0.384, -2.206, -0.230)
O (-0.269, 2.311, -0.593)
O (1.237, -0.842, 1.705)

Model two:
Computed, not measured: a cluster of 7 separate species, H14O7 in total, with wB97M-V/def2-TZVPD.

LUMO ... 0.19 eV
M ... 126.1 g/mol
Structure (SMILES) ... O.O.O.O.O.O.O

Geometry (Å):
O (-2.078, -0.395, 0.067)
O (-0.617, 1.371, -1.901)
O (-0.358, -0.663, 2.568)
O (0.808, 2.275, 1.208)
H (-1.704, -0.884, -0.722)
H (-2.332, 0.443, -0.490)
H (-0.437, 1.894, -2.665)
H (-0.507, 0.431, -2.213)
H (-0.021, 0.089, 3.176)
H (-0.234, -0.356, 1.693)
H (1.152, 1.708, 0.553)
H (-0.205, 1.967, 1.287)
O (-1.635, -3.072, 0.144)
O (4.364, 1.712, 0.389)
O (-0.214, -1.528, -1.797)
H (3.872, 1.617, 1.195)
H (4.230, 2.684, 0.049)
H (-1.059, -2.642, 0.837)
H (-2.360, -2.493, 0.249)
H (-0.257, -2.112, -1.021)
H (-0.409, -2.046, -2.604)

Model three:
Computed, not measured: a cluster of 7 separate species, H14O7 in total, with wB97M-V/def2-TZVPD.

LUMO ... 0.31 eV
M ... 126.1 g/mol
Structure (SMILES) ... O.O.O.O.O.O.O

Geometry (Å):
H (0.203, 0.558, -0.570)
H (1.327, -0.519, -0.098)
H (4.188, 1.112, -0.457)
H (3.142, 0.536, -1.617)
H (-2.041, -1.789, 1.517)
H (-3.432, -2.296, 1.908)
H (-2.259, 4.236, -0.343)
H (-3.492, 4.834, -0.992)
H (-2.208, -1.011, -1.220)
H (-3.140, -2.108, -0.552)
H (3.400, 1.526, 1.348)
H (4.883, 1.659, 1.078)
H (1.376, -3.281, -0.648)
H (0.405, -4.372, -0.544)
O (0.751, -0.265, -0.788)
O (3.274, 0.916, -0.670)
O (-2.906, -1.559, 1.865)
O (-3.121, 4.607, -0.115)
O (-3.016, -1.173, -0.835)
O (4.258, 1.001, 1.303)
O (0.466, -3.412, -0.612)

Model four:
Computed, not measured: a structure of composition H14O7, with wB97M-V/def2-TZVPD.

LUMO ... -0.82 eV
M ... 126.1 g/mol

Geometry (Å):
O (-11.881, -12.782, -0.247)
H (-11.437, -12.000, -0.576)
H (-12.779, -12.701, -0.569)
O (-13.693, -8.385, -2.024)
H (-14.458, -7.899, -2.330)
H (-13.823, -9.273, -2.359)
O (-13.377, -11.038, -1.075)
H (-13.036, -11.800, -1.542)
H (-14.271, -10.936, -1.401)
O (-12.190, -9.326, -0.856)
H (-13.033, -9.761, -0.984)
H (-11.540, -10.013, -1.004)
O (-14.274, -10.125, -2.910)
H (-14.725, -10.864, -3.318)
H (-14.036, -9.555, -3.641)
O (-13.099, -12.391, -3.186)
H (-12.978, -11.521, -3.567)
H (-14.001, -12.390, -2.866)
O (-14.940, -12.481, -2.192)
H (-15.824, -12.560, -2.551)
H (-15.014, -12.814, -1.297)

Stability ranking, top and bottom: model one is the most stable and model four is the least stable.

Model one:
Computed, not measured: a cluster of 7 separate species, H14O7 in total, with wB97M-V/def2-TZVPD.

LUMO ... -0.09 eV
M ... 126.1 g/mol
Structure (SMILES) ... O.O.O.O.O.O.O

Geometry (Å):
O (-0.898, -2.904, 0.763)
H (-0.517, -2.132, 0.319)
H (-0.487, -3.667, 0.349)
O (0.015, 2.093, 1.161)
H (-0.308, 2.999, 1.158)
H (0.813, 2.115, 1.703)
O (-2.259, 1.165, -3.100)
H (-1.355, 0.831, -3.033)
H (-2.301, 1.888, -2.469)
O (2.728, -1.567, 1.103)
H (1.975, -0.994, 0.924)
H (2.465, -2.417, 0.740)
O (-0.051, -0.374, -0.323)
H (0.139, -0.027, -1.211)
H (-0.080, 0.404, 0.253)
O (0.494, 0.217, -2.985)
H (0.255, -0.594, -3.449)
H (1.394, 0.409, -3.268)
O (-0.470, 0.548, 3.925)
H (-0.447, 0.918, 3.038)
H (-1.104, 1.090, 4.402)

Model two:
Computed, not measured: a cluster of 7 separate species, H14O7 in total, with wB97M-V/def2-TZVPD.

LUMO ... 0.14 eV
M ... 126.1 g/mol
Structure (SMILES) ... O.O.O.O.O.O.O

Geometry (Å):
O (2.229, 1.112, 1.128)
H (1.654, 0.490, 1.550)
H (2.484, 0.623, 0.394)
O (-2.840, 0.144, -1.025)
H (-3.595, -0.393, -0.835)
H (-2.256, 0.052, -0.296)
O (0.355, -0.702, -2.463)
H (-0.023, -0.896, -1.570)
H (-0.199, -1.141, -3.089)
O (-2.440, 0.440, 1.731)
H (-1.702, -0.177, 1.900)
H (-2.149, 1.355, 1.829)
O (-0.282, 1.810, 0.148)
H (0.655, 1.950, 0.110)
H (-0.661, 2.353, 0.913)
O (-0.240, -0.996, 0.205)
H (-0.182, -0.072, 0.319)
H (0.668, -1.296, 0.289)
O (2.598, -1.365, -0.170)
H (2.456, -1.612, -1.099)
H (3.466, -1.674, 0.034)

Model three:
Computed, not measured: a cluster of 7 separate species, H14O7 in total, with wB97M-V/def2-TZVPD.

LUMO ... 0.12 eV
M ... 126.1 g/mol
Structure (SMILES) ... O.O.O.O.O.O.O

Geometry (Å):
H (1.219, -0.359, -0.405)
H (1.914, -0.696, -1.714)
H (-0.766, -1.600, -0.112)
H (-1.209, -1.307, -1.536)
H (-0.366, 3.473, 0.725)
H (-1.209, 4.734, 0.815)
H (-0.458, -4.322, 1.766)
H (0.873, -3.592, 1.839)
H (-2.221, 0.809, 0.427)
H (-3.529, 1.584, 0.419)
H (-2.850, 0.151, -1.805)
H (-3.343, -0.946, -0.877)
H (5.433, 0.522, -0.117)
H (6.662, 1.356, -0.439)
O (2.069, -0.291, -0.854)
O (-0.539, -1.781, -1.031)
O (-1.248, 3.782, 0.960)
O (-0.078, -3.438, 1.818)
O (-3.102, 0.818, 0.819)
O (-3.346, 0.011, -0.991)
O (6.094, 1.092, 0.293)

Stability ranking, top and bottom: model one is the most stable and model three is the least stable.

Model one:
Computed, not measured: a structure of composition H14O7, with wB97M-V/def2-TZVPD.

LUMO ... 0.01 eV
M ... 126.1 g/mol

Geometry (Å):
H (0.488, 0.844, -0.891)
H (1.518, 0.599, -1.981)
H (3.320, 3.608, 1.087)
H (3.609, 2.918, -0.236)
H (1.820, -1.585, 0.842)
H (2.663, -0.549, 1.567)
H (-5.015, -0.694, -1.153)
H (-3.597, -0.175, -0.979)
H (-3.058, -1.800, 0.897)
H (-3.549, -0.543, 1.595)
H (3.463, -2.038, -0.635)
H (3.070, -3.395, -0.074)
H (-2.450, 0.788, -0.265)
H (-2.341, 2.292, -0.075)
O (1.373, 1.102, -1.172)
O (2.891, 3.301, 0.281)
O (2.452, -1.490, 1.563)
O (-4.218, -0.823, -0.627)
O (-3.268, -0.874, 0.734)
O (3.517, -2.982, -0.822)
O (-2.688, 1.497, 0.344)

Model two:
Computed, not measured: a cluster of 7 separate species, H14O7 in total, with wB97M-V/def2-TZVPD.

LUMO ... 0.06 eV
M ... 126.1 g/mol
Structure (SMILES) ... O.O.O.O.O.O.O

Geometry (Å):
H (0.024, -0.502, 1.772)
H (-0.663, -1.469, 0.822)
H (-3.546, -2.525, 0.462)
H (-2.303, -2.202, 1.274)
H (3.159, -1.283, -2.184)
H (2.832, -2.209, -1.024)
H (-2.005, 2.937, 0.548)
H (-2.914, 2.133, -0.367)
H (-0.865, 1.915, -1.395)
H (0.050, 2.720, -0.487)
H (2.441, 1.616, 1.894)
H (2.983, 0.217, 1.655)
H (0.330, -1.508, -0.614)
H (-0.078, -0.516, -1.690)
O (-0.809, -0.652, 1.312)
O (-2.820, -1.893, 0.522)
O (3.136, -1.316, -1.221)
O (-2.014, 2.470, -0.295)
O (-0.023, 2.383, -1.387)
O (3.266, 1.122, 1.829)
O (-0.182, -1.437, -1.427)

Model three:
Computed, not measured: a cluster of 7 separate species, H14O7 in total, with wB97M-V/def2-TZVPD.

LUMO ... 0.21 eV
M ... 126.1 g/mol
Structure (SMILES) ... O.O.O.O.O.O.O

Geometry (Å):
H (-1.589, 0.410, -1.698)
H (-0.902, 0.427, -0.367)
H (-0.617, -1.354, -0.859)
H (-2.152, -1.790, -1.088)
H (2.804, 2.857, 0.072)
H (3.594, 1.940, -0.839)
H (-2.731, -1.254, 1.260)
H (-2.833, 0.150, 0.533)
H (-2.142, 1.842, 1.556)
H (-1.428, 2.387, 0.343)
H (1.677, -2.402, -0.604)
H (2.113, -1.182, -1.380)
H (3.362, -0.514, 2.079)
H (2.342, -0.641, 1.049)
O (-1.754, 0.289, -0.818)
O (-1.367, -1.903, -0.539)
O (2.670, 2.385, -0.750)
O (-2.191, -0.517, 0.801)
O (-2.268, 2.077, 0.628)
O (1.596, -1.423, -0.610)
O (3.127, -1.017, 1.281)

Model four:
Computed, not measured: a cluster of 7 separate species, H14O7 in total, with wB97M-V/def2-TZVPD.

LUMO ... 0.23 eV
M ... 126.1 g/mol
Structure (SMILES) ... O.O.O.O.O.O.O

Geometry (Å):
H (0.003, 2.443, -0.431)
H (0.197, 3.651, 0.463)
H (-3.093, -0.360, -0.899)
H (-3.687, -0.176, 0.387)
H (-1.261, 0.490, 0.523)
H (-2.416, 1.245, -0.115)
H (0.730, -3.820, -0.442)
H (1.152, -2.339, -0.562)
H (2.742, -0.746, -0.141)
H (1.706, -0.754, 0.765)
H (-0.637, -1.393, 0.072)
H (-1.553, -1.716, 1.402)
H (2.327, 1.675, -0.132)
H (3.835, 1.501, -0.030)
O (0.654, 3.141, -0.183)
O (-3.693, 0.288, -0.483)
O (-1.432, 1.192, -0.029)
O (0.456, -2.952, -0.837)
O (2.420, -1.342, 0.462)
O (-1.428, -1.132, 0.650)
O (2.976, 1.104, -0.439)

Stability ranking, top and bottom: model four is the most stable and model three is the least stable.

Model one:
Computed, not measured: the molecule C2H3ClO2S, with wB97M-V/def2-TZVPD.

LUMO ... -0.38 eV
M ... 126.6 g/mol
Structure (SMILES) ... C=CS(=O)(=O)Cl

Geometry (Å):
C (1.415, -0.147, -0.366)
C (0.502, -0.163, 0.552)
O (-0.985, 0.953, -1.372)
O (-1.806, 1.202, 0.934)
S (-1.070, 0.449, -0.008)
Cl (-1.950, -1.521, 0.136)
H (2.476, -0.528, -0.246)
H (0.960, 0.360, -1.212)
H (0.459, -0.605, 1.583)

Model two:
Computed, not measured: a structure of composition C2H3ClO2S, with wB97M-V/def2-TZVPD.

LUMO (alpha / beta) ... -1.67 / -1.67 eV
M ... 126.6 g/mol

Geometry (Å):
C (-0.164, -0.233, 0.141)
C (1.121, -0.929, -0.013)
O (-1.734, 1.644, 0.556)
O (1.588, -1.747, 0.740)
S (-0.179, 1.416, 0.007)
Cl (2.249, 0.351, -0.765)
H (0.477, -1.768, -1.130)
H (-1.030, -0.654, 0.666)
H (-2.327, 1.919, -0.203)

Stability ranking, top and bottom: model one is the most stable and model two is the least stable.